Record 1
Molecular formula: C20H36F7InNO10P2S
Method: DFT, ωB97M-V/def2-TZVPD

Element x y z (Å)
O: 5.7477 2.9942 -2.8324
S: 4.5577 3.5266 -3.4860
O: 4.8429 4.6331 -4.3992
In: 2.9090 4.1832 -1.5808
C: 1.9586 2.2739 -0.9981
C: 0.5768 2.1361 -1.1214
C: -0.0431 0.9341 -0.7963
C: 0.7793 -0.0929 -0.3595
C: 2.1347 0.1480 -0.2367
N: 2.7558 1.2896 -0.5369
C: 3.9656 2.0664 -4.5670
F: 4.8835 1.0811 -4.4698
F: 2.8008 1.5664 -4.1061
C: 3.8276 2.3356 -6.0865
F: 5.0359 2.6568 -6.5771
F: 3.4216 1.1859 -6.6712
C: 2.8205 3.4727 -6.4810
F: 2.0990 3.0607 -7.5521
F: 3.4379 4.5974 -6.8336
F: 1.9543 3.7323 -5.4926
H: 3.8180 4.9052 -0.2813
H: 1.7381 5.2919 -2.2845
H: -0.0159 2.9730 -1.4737
H: -1.1142 0.8098 -0.9153
H: 0.3820 -1.0694 -0.1121
H: 2.7626 -0.6582 0.1381
O: -3.7196 1.3591 0.8421
P: -4.4828 2.3874 1.5528
O: -5.9199 2.6079 0.8680
C: -6.8447 1.5176 0.8082
C: -7.3951 1.1362 2.1695
O: -3.8060 3.7990 1.1936
C: -2.6099 3.9024 0.4091
C: -2.9526 4.1532 -1.0438
O: -4.8032 2.6831 3.0684
C: -4.3802 3.8306 3.8246
C: -5.2991 5.0075 3.5973
H: -6.3631 0.6594 0.3322
H: -7.6543 1.8460 0.1573
H: -6.6132 0.7301 2.8137
H: -8.1735 0.3795 2.0640
H: -7.8116 2.0082 2.6746
H: -1.9828 3.0207 0.5320
H: -2.0468 4.7502 0.8029
H: -3.6337 3.3951 -1.4320
H: -2.0519 4.1614 -1.6580
H: -3.4507 5.1188 -1.1481
H: -3.3395 4.0717 3.6206
H: -4.4305 3.5258 4.8705
H: -5.3739 5.2594 2.5414
H: -4.9264 5.8776 4.1394
H: -6.3059 4.7786 3.9505
O: 1.5360 -3.4205 0.8689
P: 2.2142 -4.6198 1.3604
O: 2.5988 -5.6059 0.1591
C: 3.5031 -5.1485 -0.8610
C: 4.9208 -4.9744 -0.3539
O: 1.0691 -5.5346 2.0463
C: -0.2789 -5.0834 2.1722
C: -1.1262 -5.5834 1.0220
O: 3.3619 -4.8915 2.4022
C: 3.2437 -5.5873 3.6528
C: 3.3304 -7.0831 3.4599
H: 3.1275 -4.2145 -1.2854
H: 3.4750 -5.9033 -1.6454
H: 4.9843 -4.1670 0.3779
H: 5.5894 -4.7333 -1.1802
H: 5.2704 -5.8850 0.1346
H: -0.3211 -3.9978 2.2500
H: -0.6521 -5.4902 3.1153
H: -0.6880 -5.3010 0.0649
H: -2.1361 -5.1757 1.0830
H: -1.1900 -6.6729 1.0443
H: 2.3419 -5.2890 4.1833
H: 4.0865 -5.2491 4.2563
H: 2.5801 -7.4409 2.7576
H: 3.1856 -7.5886 4.4158
H: 4.3078 -7.3591 3.0615

Computed properties:
Charge: -1
Calculated total energy (a.u.): -3561.10875
LUMO (eV): 2.1
HOMO level (eV): -5.31
Largest force on an atom (Eh/bohr): 0.084

Need the Löwdin charges? In units of e they are:
1. O -0.425
2. S 0.573
3. O -0.428
4. In 0.500
5. C -0.382
6. C -0.146
7. C -0.087
8. C -0.089
9. C -0.178
10. N 0.031
11. C -0.510
12. F 0.091
13. F 0.087
14. C -0.378
15. F 0.147
16. F 0.135
17. C -0.521
18. F 0.138
19. F 0.170
20. F 0.161
21. H -0.116
22. H -0.110
23. H 0.061
24. H 0.096
25. H 0.083
26. H 0.091
27. O -0.212
28. P 0.424
29. O -0.184
30. C -0.275
31. C -0.084
32. O -0.217
33. C -0.257
34. C -0.063
35. O -0.186
36. C -0.247
37. C -0.070
38. H 0.114
39. H 0.116
40. H 0.070
41. H 0.076
42. H 0.078
43. H 0.097
44. H 0.122
45. H 0.079
46. H 0.069
47. H 0.076
48. H 0.117
49. H 0.118
50. H 0.074
51. H 0.081
52. H 0.078
53. O -0.205
54. P 0.431
55. O -0.184
56. C -0.264
57. C -0.080
58. O -0.219
59. C -0.278
60. C -0.072
61. O -0.179
62. C -0.248
63. C -0.070
64. H 0.117
65. H 0.116
66. H 0.072
67. H 0.081
68. H 0.078
69. H 0.108
70. H 0.115
71. H 0.079
72. H 0.077
73. H 0.074
74. H 0.115
75. H 0.119
76. H 0.073
77. H 0.079
78. H 0.079

Record 2
Molecular formula: C13H52N16O13
Method: DFT, ωB97M-V/def2-TZVPD

Element x y z (Å)
C: 0.3208 -5.2007 1.7655
O: 0.4200 -3.9192 1.2056
H: 0.6825 -5.9077 1.0046
H: 0.8965 -5.1504 2.6732
H: -0.7150 -5.4363 2.0360
H: -0.1940 -3.2801 1.6841
C: -1.2093 3.7818 -2.4055
O: -1.4313 2.4276 -2.7704
H: -1.4304 3.9074 -1.3420
H: -0.1518 3.9320 -2.5075
H: -1.7291 4.4513 -3.0658
H: -2.2783 2.1438 -2.3901
C: 2.6959 -0.2583 2.3626
O: 2.0945 1.0129 2.0716
H: 2.5046 -0.5053 3.4272
H: 2.3078 -1.0507 1.7360
H: 3.7501 -0.1142 2.1807
H: 1.9110 1.1552 1.1010
C: -1.0269 -1.1175 4.3267
O: -1.3099 -0.0157 3.5155
H: -1.0192 -2.0551 3.7178
H: -0.0647 -1.0144 4.8362
H: -1.7966 -1.2290 5.0196
H: -1.0512 -0.2868 2.5959
C: -0.8244 -4.5880 -1.7879
O: -1.7343 -3.5690 -1.4714
H: 0.1467 -4.1754 -2.1224
H: -0.6402 -5.2529 -0.9364
H: -1.3159 -5.1786 -2.5723
H: -1.2410 -2.8414 -1.0563
C: 1.0061 3.7573 0.6276
O: 1.1324 3.0630 -0.3709
N: 0.1200 4.8417 0.6918
N: 1.7980 3.6245 1.7218
H: -0.1909 5.1818 1.5501
H: -0.1547 5.2455 -0.2031
H: 1.4493 4.1200 2.5370
H: 2.2266 2.7162 1.8762
C: 1.3305 0.0537 -3.7623
O: 0.4110 -0.6468 -3.3110
N: 2.5665 -0.3528 -4.2193
N: 1.2240 1.4328 -3.6796
H: 3.2822 0.2177 -4.7102
H: 2.8944 -1.2818 -3.9021
H: 2.0933 1.9206 -3.5446
H: 0.3473 1.8429 -3.2906
C: -0.7757 3.5095 3.5758
O: -0.3328 4.6604 3.7142
N: -0.5107 2.5279 4.5384
N: -1.5195 3.0471 2.6020
H: 0.1862 2.7545 5.2020
H: -0.6059 1.5729 4.3418
H: -1.7607 3.8305 2.0002
H: -2.2130 2.3391 2.7270
C: -0.4912 -0.7378 0.1227
O: -0.8942 -1.0824 1.2508
N: -0.7107 0.4610 -0.3977
N: 0.2784 -1.6126 -0.5066
H: -0.2517 0.8100 -1.2535
H: -1.3012 1.0888 0.1388
H: 0.6016 -1.4828 -1.4456
H: 0.7215 -2.4133 -0.0618
C: 3.0866 -3.6153 -1.8002
O: 3.4448 -2.8644 -2.7431
N: 2.9067 -3.1781 -0.5428
N: 2.9761 -4.9625 -2.0132
H: 2.9726 -2.1660 -0.3282
H: 3.0288 -3.7488 0.2731
H: 3.3282 -5.1982 -2.9438
H: 2.8722 -5.4988 -1.1836
C: 3.6875 0.9283 -1.2028
O: 2.9606 0.2684 -0.4474
N: 3.2941 2.1890 -1.6972
N: 4.8225 0.3616 -1.7494
H: 2.4709 2.5393 -1.1946
H: 4.0021 2.8232 -1.9691
H: 5.0059 -0.5748 -1.5114
H: 5.3838 0.7297 -2.4986
C: -3.4843 -0.1165 -1.9713
O: -3.6253 1.1081 -1.8014
N: -4.5041 -0.9511 -1.4878
N: -2.4699 -0.6538 -2.7112
H: -4.1830 -1.8100 -1.0754
H: -5.0723 -0.4563 -0.8344
H: -1.6895 -0.1522 -3.1104
H: -2.6373 -1.5435 -3.1352
C: -4.8569 1.3058 2.0760
O: -5.2841 1.1915 3.2182
N: -5.5030 2.0589 1.0897
N: -3.6158 0.6858 1.5927
H: -5.2917 1.9227 0.1137
H: -6.3925 2.5154 1.2699
H: -3.2198 0.9443 0.6931
H: -2.9372 0.2441 2.2351

Computed properties:
Charge: 0
Calculated total energy (a.u.): -2381.04226
LUMO (eV): 0.2
HOMO level (eV): -9.58
Largest force on an atom (Eh/bohr): 0.095

Need the Löwdin charges? In units of e they are:
1. C -0.153
2. O -0.189
3. H 0.080
4. H 0.072
5. H 0.090
6. H 0.097
7. C -0.138
8. O -0.166
9. H 0.069
10. H 0.059
11. H 0.079
12. H 0.026
13. C -0.119
14. O -0.186
15. H 0.090
16. H 0.051
17. H 0.072
18. H 0.063
19. C -0.142
20. O -0.193
21. H 0.086
22. H 0.080
23. H 0.060
24. H 0.014
25. C -0.165
26. O -0.142
27. H 0.074
28. H 0.057
29. H 0.084
30. H 0.027
31. C -0.607
32. O -0.014
33. N 0.162
34. N 0.196
35. H 0.039
36. H 0.101
37. H 0.086
38. H 0.062
39. C -0.608
40. O -0.025
41. N 0.151
42. N 0.153
43. H 0.118
44. H 0.067
45. H 0.057
46. H 0.071
47. C -0.672
48. O -0.013
49. N 0.180
50. N 0.194
51. H 0.087
52. H 0.030
53. H 0.109
54. H 0.078
55. C -0.635
56. O -0.014
57. N 0.237
58. N 0.189
59. H 0.102
60. H 0.101
61. H 0.074
62. H 0.065
63. C -0.648
64. O -0.029
65. N 0.168
66. N 0.161
67. H 0.096
68. H 0.103
69. H 0.127
70. H 0.088
71. C -0.568
72. O -0.006
73. N 0.144
74. N 0.165
75. H 0.038
76. H 0.086
77. H 0.076
78. H 0.098
79. C -0.598
80. O -0.029
81. N 0.165
82. N 0.196
83. H 0.090
84. H 0.072
85. H 0.071
86. H 0.102
87. C -0.588
88. O 0.026
89. N 0.134
90. N 0.134
91. H 0.063
92. H 0.103
93. H 0.041
94. H 0.064

Record 3
Molecular formula: C39H41N4O3P2PdS3
Method: DFT, ωB97M-V/def2-TZVPD

Element x y z (Å)
Pd: -0.8900 0.3943 -1.2731
C: 4.9791 1.8990 2.9847
S: 5.3107 0.1502 2.6876
C: 3.8911 -0.6364 3.5004
C: 2.7535 -1.0071 2.5519
C: 2.1234 0.2017 1.8763
N: 1.0820 -0.1243 0.8799
P: 1.2026 -0.3183 -0.8095
C: 2.9212 -0.0847 -1.3537
C: 3.7802 -1.1483 -1.0250
C: 5.1262 -1.0973 -1.3395
C: 5.6374 -0.0018 -2.0223
C: 4.7923 1.0330 -2.3853
C: 3.4456 1.0038 -2.0507
C: 0.8897 -2.0824 -1.1858
C: 0.9038 -3.0895 -0.2179
C: 0.6412 -4.4033 -0.5773
C: 0.3484 -4.7204 -1.8993
C: 0.3262 -3.7216 -2.8613
C: 0.5965 -2.4068 -2.5086
P: -0.5935 -0.0187 0.9966
C: -1.1841 -1.0072 2.3811
C: -1.1452 -2.4025 2.3375
C: -1.5879 -3.1403 3.4232
C: -2.0757 -2.4927 4.5527
C: -2.1242 -1.1063 4.5990
C: -1.6809 -0.3614 3.5150
C: -1.2150 1.6652 1.1762
C: -0.3867 2.7148 1.1264
C: -0.8577 4.0488 0.6420
C: -2.3439 4.0934 0.1716
C: -3.2072 2.9313 0.5344
C: -2.6743 1.7990 0.9753
H: 5.8588 2.4409 2.6359
H: 4.8572 2.0928 4.0502
H: 4.1098 2.2665 2.4369
H: 3.5468 0.0150 4.3079
H: 4.2733 -1.5413 3.9722
H: 1.9857 -1.5618 3.1007
H: 3.1486 -1.6691 1.7811
H: 2.8891 0.7802 1.3592
H: 1.6720 0.8538 2.6250
H: 3.4085 -2.0274 -0.5251
H: 5.7718 -1.9215 -1.0593
H: 6.6898 0.0379 -2.2792
H: 5.1739 1.8829 -2.9397
H: 2.8202 1.8229 -2.3449
H: 1.1296 -2.8486 0.8167
H: 0.6701 -5.1842 0.1760
H: 0.1437 -5.7479 -2.1790
H: 0.1018 -3.9619 -3.8952
H: 0.5596 -1.6328 -3.2615
H: -0.7608 -2.9101 1.4573
H: -1.5542 -4.2229 3.3919
H: -2.4203 -3.0734 5.4004
H: -2.5084 -0.6036 5.4777
H: -1.7223 0.7219 3.5453
H: 0.6738 2.5964 1.3089
H: -0.5786 4.8378 1.3427
H: -2.8135 5.0332 0.4566
H: -4.2779 3.0145 0.3945
H: -3.2999 0.9447 1.1918
O: -2.9578 2.3851 -2.4046
C: -1.9039 2.8642 -2.0617
N: -0.6792 2.2400 -2.2380
S: 0.5506 3.2225 -1.7520
O: 1.4390 2.5124 -0.8450
O: 1.1590 3.8788 -2.8696
C: -0.4192 4.4376 -0.8261
C: 0.1149 5.8210 -0.9584
C: -0.5706 6.7518 -1.6197
C: -1.8549 6.4740 -2.2705
C: -2.4695 5.2967 -2.1517
C: -1.8618 4.2135 -1.3256
H: 1.0735 6.0368 -0.4955
H: -0.1714 7.7555 -1.6934
H: -2.3026 7.2623 -2.8635
H: -3.4150 5.0790 -2.6362
S: -2.6012 -0.7011 -2.7261
C: -3.0283 -2.2178 -2.0886
N: -3.5843 -3.1187 -2.9097
C: -4.0127 -4.4518 -2.4944
C: -4.4306 -4.4064 -1.0374
C: -3.2978 -3.8209 -0.2163
N: -2.8607 -2.5562 -0.8064
H: -3.7088 -2.8231 -3.8624
H: -3.2048 -5.1744 -2.6360
H: -4.8443 -4.7565 -3.1253
H: -4.6703 -5.4082 -0.6834
H: -5.3235 -3.7863 -0.9337
H: -2.4582 -4.5238 -0.1762
H: -3.6244 -3.6273 0.8033
H: -2.4136 -1.8572 -0.2432

Computed properties:
Charge: +1
Calculated total energy (a.u.): -3960.43630
LUMO (eV): -4.0
HOMO level (eV): -10.35
Largest force on an atom (Eh/bohr): 0.025

Need the Löwdin charges? In units of e they are:
1. Pd 0.493
2. C -0.409
3. S 0.814
4. C -0.489
5. C -0.255
6. C -0.229
7. N -0.376
8. P 0.949
9. C -0.292
10. C -0.090
11. C -0.064
12. C -0.054
13. C -0.048
14. C -0.061
15. C -0.358
16. C -0.124
17. C -0.078
18. C -0.073
19. C -0.063
20. C -0.103
21. P 0.920
22. C -0.324
23. C -0.106
24. C -0.064
25. C -0.056
26. C -0.054
27. C -0.071
28. C -0.362
29. C -0.045
30. C -0.122
31. C -0.116
32. C -0.015
33. C -0.104
34. H 0.035
35. H 0.040
36. H 0.022
37. H 0.083
38. H 0.072
39. H 0.111
40. H 0.090
41. H 0.093
42. H 0.124
43. H 0.093
44. H 0.115
45. H 0.115
46. H 0.117
47. H 0.075
48. H 0.087
49. H 0.113
50. H 0.111
51. H 0.116
52. H 0.105
53. H 0.070
54. H 0.113
55. H 0.115
56. H 0.115
57. H 0.108
58. H 0.101
59. H 0.156
60. H 0.160
61. H 0.128
62. H 0.106
63. O 0.036
64. C -0.526
65. N -0.153
66. S 0.663
67. O -0.385
68. O -0.256
69. C -0.323
70. C -0.046
71. C -0.047
72. C -0.048
73. C 0.007
74. C -0.254
75. H 0.128
76. H 0.112
77. H 0.109
78. H 0.128
79. S 0.699
80. C -0.800
81. N 0.018
82. C -0.157
83. C -0.155
84. C -0.166
85. N 0.038
86. H 0.125
87. H 0.120
88. H 0.127
89. H 0.124
90. H 0.128
91. H 0.114
92. H 0.120
93. H 0.060

- Number 3 is which compound?
  C39H41N4O3P2PdS3

- Which value of LUMO does entry 3 give?
  -4.0 eV